ORCA calculation (ωB97M-V/def2-TZVPD) on a molecular structure, C15H32Cl2CuSi.

XYZ file:
```
51
Properties=species:S:1:pos:R:3:forces:R:3
C 1.7360 -1.2269 2.4609 -0.02 0.08 -0.01
C 3.1157 -1.1630 1.8077 0.01 0.06 -0.03
C 3.1258 -0.6361 0.3632 -0.12 0.02 0.00
C 3.0487 -1.7103 -0.7299 -0.09 0.02 -0.06
C 1.8169 -2.6239 -0.7206 -0.02 0.09 0.07
C 0.5163 -1.8749 -1.0331 0.06 -0.01 0.01
C -0.7384 -2.7646 -0.9783 0.09 -0.11 0.10
C -1.4862 -2.7939 0.3729 0.04 0.32 -0.09
C -1.8413 -1.4462 1.0170 -0.11 0.00 -0.10
C -2.8923 -0.7164 0.1614 0.13 -0.52 0.11
C -3.1801 0.7727 0.4362 -0.18 0.00 0.16
C -3.0386 1.7040 -0.7852 0.25 -0.05 0.06
Si -1.2503 1.8463 -1.3548 -0.31 -0.73 -0.14
C -0.6526 3.7907 -1.0020 0.35 0.73 0.15
Cl -0.7714 4.4664 -2.5580 0.04 -0.07 0.04
C 0.7451 3.6528 -0.3816 -0.18 0.15 -0.04
C 1.1661 5.0546 0.1113 0.15 -0.15 0.01
Cl 1.8938 2.9637 -1.5313 -0.02 0.00 0.03
H 1.8049 -1.5450 3.5035 0.00 0.02 -0.08
H 1.0710 -1.9280 1.9503 -0.01 0.02 -0.01
H 1.2633 -0.2349 2.4528 0.02 -0.11 0.00
H 3.5775 -2.1561 1.8324 0.02 0.10 0.04
H 3.7421 -0.5088 2.4207 0.00 -0.13 -0.03
H 4.0540 -0.0821 0.1959 -0.08 -0.02 0.00
H 2.3158 0.1042 0.2400 0.10 -0.11 0.01
H 3.0955 -1.2181 -1.7108 0.06 -0.06 0.09
H 3.9469 -2.3319 -0.6568 -0.10 0.02 -0.01
H 1.7304 -3.1392 0.2442 0.02 0.03 -0.09
H 1.9556 -3.4010 -1.4786 -0.02 0.00 0.08
H 0.4252 -1.0327 -0.3415 -0.05 -0.01 -0.03
H 0.6032 -1.4384 -2.0359 0.00 -0.06 0.09
H -1.4267 -2.4945 -1.7912 0.02 0.08 0.03
H -0.4344 -3.7940 -1.1960 -0.12 0.08 -0.07
H -0.9627 -3.4263 1.0938 -0.08 0.03 -0.06
H -2.4656 -3.3464 0.2068 0.27 -0.26 0.27
H -2.2484 -1.6341 2.0149 0.02 0.11 -0.07
H -0.9709 -0.8078 1.1700 0.13 -0.15 -0.15
H -2.6447 -0.8876 -0.9014 0.06 0.27 -0.01
H -3.8202 -1.2994 0.4191 -0.39 0.41 0.01
H -4.1947 0.8845 0.8275 0.10 0.00 -0.03
H -2.5207 1.1007 1.2476 -0.04 -0.04 -0.09
H -3.6034 1.3202 -1.6431 -0.05 0.12 0.08
H -3.4513 2.6874 -0.5411 -0.02 -0.09 -0.09
H -1.0373 1.5585 -2.7758 0.04 0.13 -0.02
H -0.3221 1.0684 -0.5139 0.02 0.20 0.08
H -1.3768 4.2823 -0.3465 -0.07 -0.36 0.05
H 0.6812 2.9645 0.4639 0.00 0.11 -0.02
H 0.4339 5.4528 0.8172 0.03 -0.03 -0.07
H 1.2914 5.7386 -0.7287 -0.04 -0.05 0.04
H 2.1198 4.9430 0.6324 -0.07 0.03 -0.06
Cu -3.9449 -2.6938 -0.7273 0.10 -0.11 -0.12
```
Positions in Å, forces in eV/Å.

Properties
net charge	+2
spin multiplicity	2
gap between HOMO and LUMO (alpha / beta)	7.7 / 4.7	eV
expectation value of S²	0.753